20
Properties=species:S:1:pos:R:3:forces:R:3:mulliken_spin:R:1 method="wB97M-V/def2-TZVPD" multiplicity=2 de_lowest_kj_mol=189.0 s2=0.753 charge=+1 energy_ev=-17710.8374 gap_ev="7.890 / 2.760" molar_mass_g_mol=119.23
N -0.797727 2.186696 -1.437052 0.087 0.326 0.065 0.001
C 0.504971 2.838074 -1.128922 -0.045 0.611 -1.320 0.000
C 1.657119 2.874092 1.073823 -0.555 0.040 -0.642 0.000
C 0.544928 3.148957 0.357729 2.087 -1.122 -0.343 0.000
H -0.864226 1.934883 -2.426816 -0.032 0.365 0.420 0.000
H -1.540565 2.865779 -1.217051 0.348 -0.574 -0.381 0.000
H 0.653826 3.798727 -1.744640 -0.302 -1.024 0.940 0.000
H 1.339077 2.176018 -1.518691 -0.833 0.567 0.974 0.000
H 1.690544 3.149792 2.125109 0.187 -0.195 -0.127 0.000
H 2.562086 2.389604 0.609738 -1.078 0.700 0.531 0.000
H -0.350629 3.551950 0.821647 0.135 0.158 -0.093 0.000
C -0.526834 -0.964691 0.742618 -0.509 0.431 1.413 0.026
C 0.313737 -2.184537 0.422634 0.077 -0.110 -1.343 -0.070
S -0.794959 -3.664534 0.117990 0.272 1.432 0.557 0.974
H -1.066363 -1.105170 1.717086 0.514 0.229 -0.777 -0.002
H -1.280205 -0.659886 -0.004685 0.568 -0.401 0.049 -0.007
H 0.166981 -0.106607 0.860523 -0.391 -0.421 -0.040 0.001
H 0.878695 -1.999905 -0.532587 -0.472 -0.565 0.584 0.040
H 1.087356 -2.475449 1.166756 -0.642 0.006 -0.164 0.051
H 0.063334 -4.465429 -0.492146 0.585 -0.453 -0.303 -0.014